The following is a quantum chemistry calculation of a cluster of 2 separate species, C6H14N5S in total, from OMol25.

Summary:
electronic energy = -24725.3129 eV
M = 188.28 g mol⁻¹
energy above the lowest of the compared OMol25 structures with the same formula, charge and spin = 366.89 kJ/mol

The geometry in ORCA input format:
```
! RIJCOSX wB97M-V def2-TZVPD def2/J DEFGRID3
* xyz 1 1
S -3.689 0.262 0.231
N 1.615 0.124 -1.226
N 1.436 0.837 1.036
N -5.133 -0.335 -0.206
N 1.034 -1.454 0.451
N -0.537 0.199 -0.170
C 2.160 1.025 -0.211
C 0.255 0.427 -1.474
C 1.589 -0.546 1.462
C 0.052 1.138 0.865
C -0.308 -1.173 0.251
C 1.782 -1.257 -0.812
H 2.838 -1.470 -0.648
H 1.388 -1.930 -1.574
H -0.924 -1.924 -0.215
H 2.067 2.059 -0.549
H 0.136 1.471 -1.773
H 3.215 0.798 -0.056
H -5.751 -0.708 0.500
H 1.059 -0.708 2.401
H -5.534 -0.091 -1.100
H -0.490 0.992 1.801
H -0.160 -0.234 -2.240
H -1.547 0.373 -0.305
H 2.646 -0.769 1.606
H -0.073 2.168 0.519
*
```

---

The following is a quantum chemistry calculation of the ion C6H14NO with charge -1 at a distorted geometry, from OMol25.

Summary:
SMILES string = CC(C)CCNC[O-]
electronic energy = -9985.9171 eV
M = 116.18 g mol⁻¹
energy above the lowest of the compared OMol25 structures with the same formula, charge and spin = 68.16 kJ/mol

The geometry in ORCA input format:
```
! RIJCOSX wB97M-V def2-TZVPD def2/J DEFGRID3
* xyz -1 1
O -2.665 -3.033 0.378
N -1.894 -0.800 0.757
C 2.240 1.301 0.932
C -0.152 0.873 0.084
C 1.842 0.397 -1.336
C -3.000 -1.747 0.323
C 1.325 0.401 0.099
C -1.101 -0.256 -0.337
H 2.828 -0.061 -1.502
H 1.146 -0.085 -2.019
H 2.410 2.288 0.506
H -0.285 1.741 -0.570
H 1.283 -0.583 0.565
H 1.808 1.505 1.921
H 1.945 1.403 -1.770
H 3.182 0.785 1.148
H -0.490 -1.015 -0.851
H -1.783 0.089 -1.112
H -1.278 -1.355 1.341
H -3.206 -1.493 -0.756
H -3.824 -1.544 1.082
H -0.332 1.190 1.117
*
```

---

The following is a quantum chemistry calculation of a cluster of 2 separate species, C6H14NO in total, from OMol25.

Summary:
electronic energy = -9979.0402 eV
M = 116.18 g mol⁻¹
energy above the lowest of the compared OMol25 structures with the same formula, charge and spin = 116.23 kJ/mol

The geometry in ORCA input format:
```
! RIJCOSX wB97M-V def2-TZVPD def2/J DEFGRID3
* xyz 1 1
O 0.144 2.026 -2.599
N -1.154 0.574 -0.835
C -0.041 0.906 -2.979
C -0.589 -0.129 -2.035
C 0.426 -1.013 1.391
C -0.326 1.285 2.096
C 1.396 -2.071 0.926
C 0.685 0.285 1.557
H 0.177 -0.835 -1.695
H -2.156 0.697 -0.988
H 0.174 0.554 -4.002
H 1.556 -2.803 1.717
H 2.337 -1.609 0.622
H 0.071 1.698 3.025
H -0.509 -1.415 1.792
H -0.728 1.494 -0.678
H -0.391 2.132 1.402
H 0.984 -2.585 0.058
H -1.296 0.840 2.326
H -1.019 0.001 0.011
H 1.651 0.711 1.322
H -1.393 -0.743 -2.436
*
```

---

The following is a quantum chemistry calculation of the ion C6H14NO2S with charge +1 at a distorted geometry, from OMol25.

Summary:
SMILES string = C=[N+](C(C)(C)C)S(C)(=O)=O
electronic energy = -22859.5790 eV
M = 164.25 g mol⁻¹
energy above the lowest of the compared OMol25 structures with the same formula, charge and spin = 268.27 kJ/mol

The geometry in ORCA input format:
```
! RIJCOSX wB97M-V def2-TZVPD def2/J DEFGRID3
* xyz 1 1
S -2.031 0.141 0.068
O -1.963 1.491 0.584
O -2.536 -0.980 0.765
N -0.178 -0.606 0.046
C -0.257 -1.812 -0.330
C -2.510 0.325 -1.634
C 2.167 -0.796 0.302
C 0.964 0.610 1.919
C 0.941 1.353 -0.524
C 1.026 0.141 0.480
H 0.588 -0.326 2.489
H 0.473 -2.561 -0.285
H 0.745 0.901 -1.452
H 0.148 2.002 -0.273
H -1.215 -2.165 -0.650
H 1.926 0.997 2.222
H 1.731 1.920 -0.752
H 0.160 1.219 2.196
H -1.555 0.362 -2.255
H 2.055 -1.700 0.913
H 3.035 -0.227 0.761
H 2.381 -1.088 -0.762
H -3.100 -0.572 -1.906
H -2.994 1.372 -1.923
*
```

---

The following is a quantum chemistry calculation of the molecule C6H14NO3P at a distorted geometry, from OMol25.

Summary:
SMILES string = C/C=C(\C)O[P@](=O)(NC)OC
electronic energy = -23368.6480 eV
M = 179.16 g mol⁻¹
energy above the lowest of the compared OMol25 structures with the same formula, charge and spin = 203.37 kJ/mol

The geometry in ORCA input format:
```
! RIJCOSX wB97M-V def2-TZVPD def2/J DEFGRID3
* xyz 0 1
P 1.889 -0.103 0.198
O -0.043 0.474 -0.317
O 2.183 -0.485 1.598
O 2.230 -1.258 -0.922
N 2.563 1.121 -0.592
C -3.950 0.193 -0.260
C -1.386 0.301 0.053
C -2.624 0.634 -0.543
C -1.561 -0.564 1.238
C 2.559 2.477 -0.083
C 2.062 -2.670 -0.524
H 2.869 -3.217 -1.118
H -1.902 0.025 2.194
H -2.588 1.240 -1.379
H -4.745 0.904 -0.520
H 2.351 -2.558 0.544
H 2.290 2.603 1.033
H 0.938 -2.981 -0.702
H -0.711 -1.084 1.621
H 1.882 3.212 -0.578
H -4.231 -0.629 -1.051
H -4.221 -0.181 0.785
H -2.260 -1.307 0.990
H 2.822 0.943 -1.525
H 3.586 2.911 -0.141
*
```

---

The following is a quantum chemistry calculation of the molecule C6H14NS at a distorted geometry, from OMol25.

Summary:
electronic energy = -18772.4706 eV
M = 132.25 g mol⁻¹
energy above the lowest of the compared OMol25 structures with the same formula, charge and spin = 4.21 kJ/mol

The geometry in ORCA input format:
```
! RIJCOSX wB97M-V def2-TZVPD def2/J DEFGRID3
* xyz 0 2
S 1.478 -3.418 -1.145
N 0.744 0.375 0.028
C -0.331 1.354 -0.112
C -0.657 1.847 1.338
C -3.117 2.359 0.857
C 0.746 -0.753 -0.971
C -1.753 2.862 1.359
C 1.687 -1.825 -0.410
H 2.657 -1.399 -0.677
H -3.926 2.917 1.318
H -3.191 2.608 -0.205
H -1.887 3.341 2.343
H 1.110 -0.345 -1.902
H 0.279 2.231 1.767
H -1.236 0.939 -0.543
H -0.798 0.941 1.930
H 1.669 0.772 -0.080
H 1.717 -1.956 0.670
H -0.060 2.216 -0.730
H -3.255 1.286 0.980
H -0.289 -1.012 -1.196
H -1.402 3.729 0.792
*
```

---

The following is a quantum chemistry calculation of the molecule C6H14NS at a distorted geometry, from OMol25.

Summary:
electronic energy = -18770.6395 eV
M = 132.25 g mol⁻¹
energy above the lowest of the compared OMol25 structures with the same formula, charge and spin = 180.88 kJ/mol

The geometry in ORCA input format:
```
! RIJCOSX wB97M-V def2-TZVPD def2/J DEFGRID3
* xyz 0 2
S -0.634 -2.384 -2.167
N 1.032 1.382 1.139
C 0.403 2.703 0.949
C 1.405 0.592 -0.033
C -0.370 -1.184 -0.717
C 0.196 0.624 2.111
C 0.196 0.127 -1.048
C -1.286 0.209 1.697
H -1.461 0.697 0.775
H -2.027 0.742 2.130
H 2.047 1.216 -0.725
H 0.053 3.098 1.941
H 1.944 -0.284 0.285
H -0.497 0.892 -1.216
H 0.725 -0.318 2.450
H 0.027 1.304 3.036
H 1.198 3.487 0.741
H -1.419 -0.990 -0.387
H 0.273 -1.899 -0.043
H 0.771 0.005 -2.043
H -0.459 2.849 0.172
H -1.525 -0.762 1.837
*
```

---

The following is a quantum chemistry calculation of the molecule C6H14O, from OMol25.

Summary:
SMILES string = COCC(C)(C)C
electronic energy = -8496.3092 eV
M = 102.18 g mol⁻¹
energy above the lowest of the compared OMol25 structures with the same formula, charge and spin = 56.26 kJ/mol

The geometry in ORCA input format:
```
! RIJCOSX wB97M-V def2-TZVPD def2/J DEFGRID3
* xyz 0 1
O -0.905 1.159 -0.803
C -2.002 1.318 -1.663
C -0.769 -0.167 -0.351
C 0.534 -0.323 0.441
C 0.570 0.694 1.591
C 1.722 -0.107 -0.500
C 0.570 -1.747 1.006
H -1.850 0.780 -2.612
H 1.699 -0.826 -1.327
H -0.325 -1.953 1.609
H -0.043 0.362 2.437
H -2.107 2.386 -1.872
H 1.445 -1.883 1.652
H -0.755 -0.859 -1.213
H 0.622 -2.497 0.207
H 1.704 0.901 -0.926
H 0.197 1.667 1.260
H -2.935 0.952 -1.205
H 2.669 -0.243 0.035
H -1.635 -0.441 0.279
H 1.595 0.827 1.956
*
```

---

The following is a quantum chemistry calculation of the molecule C6H14O, from OMol25.

Summary:
SMILES string = CC(C)CCCO
electronic energy = -8496.4247 eV
M = 102.18 g mol⁻¹
energy above the lowest of the compared OMol25 structures with the same formula, charge and spin = 45.12 kJ/mol

The geometry in ORCA input format:
```
! RIJCOSX wB97M-V def2-TZVPD def2/J DEFGRID3
* xyz 0 1
O 2.125 -1.070 1.072
C -1.643 0.025 -1.441
C 1.283 0.580 -0.566
C -1.171 -0.001 -0.004
C 1.837 -0.827 -0.292
C 0.039 0.904 0.241
C -2.298 0.365 0.929
H 2.083 1.261 -0.280
H 1.627 -0.441 1.599
H -0.286 1.941 0.173
H 1.174 -1.611 -0.669
H -2.200 0.949 -1.625
H -0.873 -1.021 0.267
H 2.785 -0.899 -0.835
H -3.182 -0.253 0.761
H 0.260 0.871 1.319
H 1.113 0.670 -1.636
H -1.996 0.350 1.975
H -2.352 -0.785 -1.633
H -0.851 -0.086 -2.170
H -2.657 1.383 0.734
*
```

---

The following is a quantum chemistry calculation of a structure of composition C6H14O, from OMol25.

Summary:
electronic energy = -8492.3616 eV
M = 102.18 g mol⁻¹
energy above the lowest of the compared OMol25 structures with the same formula, charge and spin = 437.15 kJ/mol

The geometry in ORCA input format:
```
! RIJCOSX wB97M-V def2-TZVPD def2/J DEFGRID3
* xyz 0 1
O -1.527 1.471 -1.643
C 0.545 -0.844 2.085
C -0.393 1.187 -1.080
C -1.670 1.788 -2.918
C -0.409 0.758 0.349
C 0.505 -0.444 0.611
C 1.438 -2.057 2.330
H -2.695 1.990 -3.196
H 2.472 -1.852 2.027
H 0.513 1.568 -1.552
H -0.846 2.309 -3.397
H 0.898 0.007 2.685
H -0.101 1.588 1.007
H 1.088 -2.922 1.754
H -0.476 -1.056 2.428
H -0.293 -0.211 -2.588
H -1.442 0.509 0.622
H -0.743 0.063 -3.181
H 1.450 -2.343 3.387
H 1.524 -0.217 0.268
H 0.162 -1.292 0.004
*
```

---

The following is a quantum chemistry calculation of a cluster of 2 separate species, C6H14O in total at a distorted geometry, from OMol25.

Summary:
SMILES string = C=C(C)CCC.O
electronic energy = -8493.8267 eV
M = 102.18 g mol⁻¹
energy above the lowest of the compared OMol25 structures with the same formula, charge and spin = 295.78 kJ/mol

The geometry in ORCA input format:
```
! RIJCOSX wB97M-V def2-TZVPD def2/J DEFGRID3
* xyz 0 1
O -6.350 -2.505 -1.691
C 0.093 0.586 -0.113
C 1.066 -0.604 0.012
C 2.226 -0.502 1.054
C 2.028 0.721 2.000
C -1.217 0.283 0.000
C 0.768 1.624 -1.004
H -2.040 0.984 0.129
H 2.430 -1.432 1.642
H 1.594 -0.633 -0.942
H -5.516 -2.202 -1.327
H 2.027 1.547 1.260
H 0.540 -1.561 0.024
H 1.051 0.871 2.457
H -1.538 -0.652 -0.438
H 0.416 2.629 -0.762
H 3.242 -0.397 0.642
H 2.952 0.879 2.579
H -6.290 -2.695 -2.623
H 1.837 1.748 -0.832
H 0.681 1.310 -2.065
*
```

---

The following is a quantum chemistry calculation of a cluster of 2 separate species, C6H14O in total at a distorted geometry, from OMol25.

Summary:
SMILES string = C=C(CC)CC.O
electronic energy = -8494.7522 eV
M = 102.18 g mol⁻¹
energy above the lowest of the compared OMol25 structures with the same formula, charge and spin = 206.49 kJ/mol

The geometry in ORCA input format:
```
! RIJCOSX wB97M-V def2-TZVPD def2/J DEFGRID3
* xyz 0 1
O 2.804 1.806 0.268
C -1.696 -1.060 -1.949
C -0.344 -0.467 1.501
C 1.209 -0.312 1.682
C -0.468 -0.928 -1.146
C -0.733 -0.035 0.117
C -1.102 1.222 -0.113
H 1.774 -1.291 1.782
H -1.017 2.002 0.661
H 1.628 0.225 0.832
H -0.026 -1.913 -0.811
H -2.398 -1.858 -1.526
H -1.550 -1.688 -2.911
H -0.877 0.082 2.340
H 0.278 -0.436 -1.818
H -2.386 -0.238 -2.067
H -0.771 -1.459 1.742
H 1.448 0.229 2.550
H -1.352 1.643 -1.130
H 3.366 2.003 -0.492
H 2.213 2.471 0.488
*
```

---

Question: Among the records above, which one has the highest electronic energy?
Answer: number 10

---

Question: Which formula does entry 2 have?
Answer: C6H14NO